1.
{
  "formula": "C4H5N3OS",
  "method": "ωB97M-V/def2-TZVPD",
  "species": ["C", "C", "O", "N", "C", "N", "N", "C", "S", "H", "H", "H", "H", "H"],
  "positions_angstrom": [[-2.6139, 1.1521, 1.8131], [-1.2706, 0.8320, 1.2581], [-0.2336, 1.0960, 1.8150], [-1.2289, 0.2817, 0.0487], [-0.0169, -0.2128, -0.6072], [-0.1498, -0.6218, -1.8299], [1.1039, -1.1188, -2.2403], [2.0290, -1.0496, -1.3411], [1.4560, -0.3812, 0.1814], [-2.5233, 2.0915, 2.6750], [-3.3470, 0.4224, 2.1448], [-3.3331, 1.7367, 0.9248], [-2.2051, 0.1437, -0.3311], [3.1401, -1.1826, -1.4237]],
  "atomic_forces_ev_per_a": [[-3.1, 5.6, -0.1], [0.6, 0.3, 0.8], [0.8, 0.3, 1.2], [-1.1, -1.5, -2.4], [-3.9, 0.8, 0.6], [2.2, -0.6, 0.4], [0.0, 0.2, -0.5], [0.0, 0.7, 0.7], [0.8, 0.0, -0.1], [-0.1, -3.1, -2.5], [0.7, -0.6, 0.2], [2.3, -1.5, 2.2], [2.2, -0.3, -0.3], [-1.5, -0.3, -0.4]],
  "mol_weight_g_mol": 143.2,
  "smiles": "CC(=O)Nc1nncs1",
  "homo_lumo_gap_ev": 10.2806,
  "energy_ha": -793.06351
}

---

2.
{
  "formula": "CH4N6O",
  "method": "ωB97M-V/def2-TZVPD",
  "species": ["N", "N", "C", "N", "N", "N", "N", "O", "H", "H", "H", "H"],
  "positions_angstrom": [[1.9801, 0.0190, 0.0718], [0.9626, -1.0271, -0.1739], [-0.2133, -0.5097, -0.2160], [-1.4059, -1.1734, -0.2088], [-2.4433, -0.4028, 0.0795], [-2.0672, 0.8435, 0.1050], [-0.8125, 0.7676, -0.1123], [-0.1538, 2.0350, -0.2684], [2.8723, -0.2147, -0.4453], [2.1688, -0.0081, 1.1924], [-1.6369, -2.1362, -0.1194], [0.7492, 1.8070, 0.0954]],
  "atomic_forces_ev_per_a": [[0.4, -0.2, 2.5], [0.8, 1.0, -0.1], [-1.2, 0.7, 0.4], [0.1, -0.7, 0.2], [-2.1, 2.4, 0.1], [-2.1, -3.3, 0.2], [5.2, 2.9, -0.7], [0.4, -2.2, 0.8], [-1.6, 0.0, 1.1], [-0.1, -0.2, -3.6], [0.7, -0.7, -0.1], [-0.6, 0.3, -0.6]],
  "mol_weight_g_mol": 116.1,
  "smiles": "N/N=c1/[nH]nnn1O",
  "homo_lumo_gap_ev": 9.2051,
  "energy_ha": -444.10437
}

---

3.
{
  "formula": "C2H6Cl2NPS",
  "method": "ωB97M-V/def2-TZVPD",
  "species": ["S", "P", "Cl", "Cl", "H", "C", "N", "C", "H", "H", "H", "H", "H"],
  "positions_angstrom": [[-2.3483, 2.0728, 0.3582], [-2.0702, 0.1008, -0.3814], [-3.9518, -0.2648, -1.0176], [-2.1116, -0.9767, 1.3227], [-1.0666, 2.3585, 0.1987], [0.8096, -1.4715, -0.4704], [0.7208, -0.3971, 0.1655], [1.8673, 0.4578, 0.2982], [-0.0722, -2.0929, -0.5520], [1.7207, -1.8384, -0.9532], [2.6042, 0.0002, 0.9589], [2.3506, 0.6490, -0.6643], [1.5476, 1.4024, 0.7367]],
  "atomic_forces_ev_per_a": [[-0.6, -0.1, 0.0], [0.8, 0.5, -0.4], [-1.0, 0.0, -0.3], [-0.2, -0.6, 0.8], [0.5, 0.1, -0.1], [0.2, -0.2, -0.1], [-0.3, 0.0, 0.0], [0.4, 0.2, 0.0], [-0.2, -0.2, -0.1], [0.1, 0.1, 0.0], [0.0, 0.1, 0.1], [0.0, 0.0, 0.0], [0.2, 0.0, 0.0]],
  "mol_weight_g_mol": 178.0,
  "smiles": "SP(Cl)Cl.C=NC",
  "homo_lumo_gap_ev": 9.7673,
  "energy_ha": -1794.50265
}